# 1
A structure of composition C51H44BF3IInN6O4P2, computed with ωB97M-V with the def2-TZVPD basis set.

Summary:
Kohn-Sham gap: 7.89 eV
total charge: +2
E_HOMO: -12.96 eV
electronic energy: -4094.03603 Eh
LUMO level: -5.07 eV

Geometry as XYZ:
```
113
Properties=species:S:1:pos:R:3:mulliken_charge:R:1
In -0.296 -0.113 0.023 3.868
O -0.117 -7.007 -2.100 -0.517
C -0.076 -6.661 -0.729 -0.671
C 0.123 -5.173 -0.650 0.323
C 0.855 -4.587 0.370 -1.572
C 0.947 -3.210 0.413 -0.779
N 0.390 -2.410 -0.503 0.274
C -0.240 -2.979 -1.545 0.502
C -0.419 -4.347 -1.626 -0.630
C -0.676 -2.059 -2.639 0.201
C -1.126 -2.546 -3.851 -0.726
C -1.500 -1.667 -4.861 0.425
C -2.024 -2.215 -6.172 -0.794
O -1.348 -3.401 -6.549 -0.498
C -1.385 -0.309 -4.615 -1.287
C -0.914 0.107 -3.384 -0.689
N -0.557 -0.739 -2.407 0.443
H -0.213 -7.961 -2.187 0.320
H 0.727 -7.169 -0.191 0.423
H -1.017 -6.905 -0.230 0.277
H 1.345 -5.187 1.130 0.522
H 1.504 -2.720 1.200 1.068
H -0.947 -4.801 -2.454 0.571
H -1.168 -3.608 -4.049 0.607
H -1.989 -1.445 -6.945 0.423
H -3.070 -2.481 -6.033 0.242
H -0.610 -3.189 -7.127 0.319
H -1.655 0.426 -5.365 0.500
H -0.810 1.164 -3.171 0.446
N 0.782 0.941 3.297 0.526
P 0.527 -0.709 2.832 -0.555
C 1.407 -1.647 4.130 1.072
C 2.128 -1.028 5.145 -0.625
C 2.722 -1.797 6.140 -0.765
C 2.605 -3.178 6.121 -0.650
C 1.892 -3.800 5.102 -0.814
C 1.298 -3.040 4.108 -0.341
C -1.191 -1.031 3.341 1.026
C -1.937 -1.950 2.603 -0.558
C -3.230 -2.281 2.993 -0.361
C -3.785 -1.677 4.114 -0.779
C -3.044 -0.760 4.851 -0.769
C -1.748 -0.443 4.474 -0.806
P -0.050 2.025 2.224 0.088
C -1.349 2.763 3.276 0.840
C -1.164 2.918 4.647 -0.632
C -2.134 3.550 5.412 -0.707
C -3.289 4.040 4.811 -0.697
C -3.473 3.899 3.443 -0.773
C -2.507 3.254 2.679 -0.171
C 1.101 3.428 2.056 1.364
C 0.651 4.490 1.268 -0.712
C 1.438 5.617 1.090 -0.701
C 2.693 5.689 1.686 -0.743
C 3.149 4.637 2.465 -0.923
C 2.357 3.508 2.649 -0.725
H 1.772 1.148 3.358 0.025
H 2.216 0.051 5.189 0.323
H 3.274 -1.311 6.934 0.439
H 3.064 -3.772 6.903 0.409
H 1.795 -4.879 5.087 0.448
H 0.719 -3.531 3.331 0.428
H -1.516 -2.415 1.718 0.157
H -3.804 -2.998 2.419 0.493
H -4.798 -1.922 4.414 0.426
H -3.475 -0.294 5.729 0.496
H -1.169 0.267 5.055 0.482
H -0.261 2.546 5.117 0.401
H -1.986 3.669 6.478 0.461
H -4.044 4.534 5.412 0.428
H -4.370 4.283 2.970 0.493
H -2.664 3.129 1.612 0.284
H -0.336 4.451 0.814 0.480
H 1.073 6.443 0.489 0.532
H 3.310 6.569 1.551 0.428
H 4.121 4.694 2.942 0.464
H 2.741 2.717 3.285 0.433
O -3.434 -0.569 -0.771 -0.774
B -2.523 -0.122 0.169 -0.727
O -3.152 0.422 1.274 0.648
C -4.514 0.280 1.022 0.841
C -5.574 0.641 1.819 -1.032
C -6.843 0.371 1.309 -0.835
C -7.015 -0.232 0.064 -0.666
C -5.926 -0.591 -0.728 -1.282
C -4.685 -0.317 -0.207 0.509
H -5.421 1.101 2.787 0.599
H -7.716 0.632 1.896 0.458
H -8.017 -0.425 -0.297 0.436
H -6.049 -1.063 -1.695 0.559
F 0.389 6.304 -3.694 -0.272
C -0.711 5.927 -3.039 0.669
F -1.726 5.858 -3.908 -0.249
F -1.004 6.864 -2.129 -0.235
C -0.513 4.596 -2.356 0.148
C -1.615 3.922 -1.851 -1.056
C -1.403 2.718 -1.213 -0.578
N -0.182 2.179 -1.058 1.919
C 0.868 2.850 -1.534 -0.566
C 0.749 4.060 -2.197 -1.303
H -2.614 4.327 -1.952 0.542
H -2.241 2.164 -0.803 0.184
H 1.847 2.422 -1.347 0.136
H 1.625 4.574 -2.566 0.553
I 6.104 -0.141 0.152 0.146
C 4.148 -0.064 -0.475 -1.159
C 3.671 -0.166 -1.762 -0.273
N 2.333 -0.053 -1.695 0.547
N 1.907 0.116 -0.428 0.349
C 3.009 0.100 0.322 -0.314
H 4.193 -0.313 -2.696 0.508
H 1.653 -0.139 -2.435 -0.175
H 2.957 0.208 1.393 0.516
```

# 2
The molecule C5H8N2S in a non-equilibrium geometry, computed with ωB97M-V with the def2-TZVPD basis set.

Summary:
Kohn-Sham gap: 9.57 eV
energy relative to the best compared isomer or geometry (same formula, charge and spin): 1.355 eV
E_HOMO: -8.80 eV
electronic energy: -702.98022 Eh
LUMO level: 0.77 eV
SMILES string: [H]/N=C1/C=CCN1SC

Geometry as XYZ:
```
16
Properties=species:S:1:pos:R:3:mulliken_charge:R:1
C 2.225 -0.074 1.085 -0.788
C -0.822 -1.454 -0.122 -0.523
C -2.152 -0.942 0.319 -0.359
C -2.207 0.387 0.249 -0.476
C -0.829 0.907 -0.131 0.620
H 1.893 -0.857 1.685 0.273
H 3.343 -0.124 1.063 0.319
H 1.928 0.901 1.551 0.265
H -0.277 -2.006 0.608 0.289
H -0.746 -2.001 -1.037 0.304
H -2.973 -1.561 0.539 0.438
H -3.094 0.997 0.456 0.382
H 0.535 2.189 -0.258 0.232
N -0.076 -0.233 -0.360 -0.130
N -0.474 2.140 -0.088 -0.761
S 1.622 -0.240 -0.617 -0.084
```

# 3
A structure of composition C23H41NO2P2Ru in a non-equilibrium geometry, computed with ωB97M-V with the def2-TZVPD basis set.

Summary:
2S+1: 5
Kohn-Sham gap (spin up / spin down): 4.84 / 4.89 eV
total charge: +2
energy relative to the best compared isomer or geometry (same formula, charge and spin): 1.681 eV
E_HOMO (spin up / spin down): -12.70 / -12.81 eV
electronic energy: -1882.72213 Eh
LUMO level (spin up / spin down): -7.87 / -7.92 eV

Geometry as XYZ:
```
70
Properties=species:S:1:pos:R:3:mulliken_charge:R:1
Ru -0.378 -0.773 -3.648 -0.539
C -0.360 1.209 -0.892 0.405
C -0.751 0.989 -2.251 1.453
C -2.117 -0.272 -0.811 0.394
C -1.158 0.430 -0.045 0.149
C -1.930 0.073 -2.238 0.435
C 0.729 2.109 -0.478 -1.776
H 1.154 2.609 -1.337 0.475
H 1.522 1.575 0.029 0.208
H 0.395 2.876 0.209 0.513
C -0.900 0.356 1.424 -1.298
H -0.766 1.368 1.844 0.365
H 0.017 -0.219 1.650 0.057
H -1.714 -0.146 1.973 0.385
C -3.058 -1.230 -0.190 -1.701
H -3.617 -0.768 0.640 0.406
H -2.483 -2.063 0.251 0.239
H -3.762 -1.621 -0.936 0.374
C -2.687 -0.436 -3.465 -0.339
H -3.158 0.386 -4.048 0.352
H -3.368 -1.320 -3.282 0.276
H -2.144 -1.057 -4.292 -0.152
C 0.003 1.507 -3.435 -1.152
H -0.594 2.211 -4.052 0.464
H 0.382 0.728 -4.217 0.142
H 0.942 1.905 -3.053 0.173
C 4.657 -0.881 1.272 -0.016
C 5.382 0.132 0.753 -0.878
C 5.224 0.709 -0.624 -0.646
C 3.779 0.608 -1.127 0.759
C 2.889 -0.525 -0.587 0.338
C 2.850 -1.691 0.086 -0.474
C 3.729 -2.907 0.360 -0.487
C 5.006 -2.325 0.936 -0.581
H 5.896 0.185 -1.340 0.292
H 3.846 0.640 -2.232 -0.702
H 5.467 1.779 -0.598 0.492
H 5.795 -2.368 0.149 0.319
H 3.808 -0.705 1.957 0.568
H 6.258 0.548 1.255 0.436
H 5.269 -2.887 1.841 0.385
H 3.113 -3.485 1.063 0.475
H 1.789 -2.002 0.371 -0.387
H 3.964 -3.659 -0.432 0.292
H 3.236 1.534 -0.957 0.624
H 1.908 -0.375 -1.156 0.016
P 2.074 -1.127 -3.519 1.531
C 3.761 -2.138 -3.135 -1.083
C 3.084 -0.240 -4.860 -1.481
P -0.258 -2.205 -5.072 0.610
C 1.414 -2.611 -4.343 -1.849
C 0.027 -1.751 -6.786 -1.219
C -0.983 -3.778 -4.707 -1.267
H 3.552 -3.086 -2.625 0.275
H 4.470 -1.588 -2.505 0.186
H 4.338 -2.399 -4.037 0.600
H 3.771 -0.922 -5.384 0.441
H 3.691 0.561 -4.406 0.424
H 2.364 0.216 -5.545 0.387
H -0.366 -4.633 -4.972 0.414
H -1.983 -3.882 -5.128 0.397
H -1.062 -3.769 -3.630 0.384
H 1.165 -3.254 -3.492 0.428
H 2.098 -3.144 -4.999 0.595
H -0.170 -2.627 -7.435 0.403
H 1.005 -1.263 -7.005 0.298
H -0.766 -0.989 -6.965 0.375
O 0.569 -2.523 2.908 -0.232
N -0.081 -3.356 2.236 0.466
O -0.343 -3.197 1.015 -0.215
```

# 4
A structure of composition C58H54BrIN2OSSiTaTe in a non-equilibrium geometry, computed with ωB97M-V with the def2-TZVPD basis set.

Summary:
2S+1: 2
Kohn-Sham gap (spin up / spin down): 6.72 / 6.99 eV
total charge: +2
energy relative to the best compared isomer or geometry (same formula, charge and spin): 1.811 eV
E_HOMO (spin up / spin down): -13.15 / -13.15 eV
electronic energy: -6311.28930 Eh
LUMO level (spin up / spin down): -6.42 / -6.16 eV

Geometry as XYZ:
```
121
Properties=species:S:1:pos:R:3:mulliken_charge:R:1
Ta 0.906 -0.533 1.174 0.321
C -0.022 -2.133 -5.991 -1.879
C -1.018 -2.318 -4.834 2.279
C -1.576 -0.957 -4.436 -1.493
C -2.196 -3.188 -5.301 -1.810
C -0.297 -2.999 -3.673 0.226
C 0.154 -4.321 -3.858 -0.344
C 0.765 -5.029 -2.856 -1.469
C 0.941 -4.400 -1.625 1.160
S 1.639 -5.071 -0.207 -0.464
C 1.372 -3.596 0.601 0.420
N 0.796 -2.639 -0.088 1.258
C 0.543 -3.083 -1.411 -1.567
C -0.067 -2.377 -2.456 1.029
C 1.881 -3.367 1.933 0.607
C 2.394 -4.382 2.727 -0.843
C 3.003 -4.072 3.932 -1.185
C 3.108 -2.745 4.324 -0.525
C 2.560 -1.743 3.531 -1.427
C 1.905 -2.032 2.328 1.007
H -0.490 -1.567 -6.799 0.483
H 0.302 -3.091 -6.399 0.404
H 0.864 -1.589 -5.655 0.294
H -2.170 -0.551 -5.256 0.788
H -0.779 -0.252 -4.217 -0.144
H -2.229 -1.035 -3.561 0.036
H -2.620 -2.769 -6.215 0.489
H -2.985 -3.216 -4.545 0.334
H -1.899 -4.213 -5.518 0.376
H 0.005 -4.806 -4.813 0.541
H 1.085 -6.051 -3.010 0.470
H -0.362 -1.351 -2.307 -0.675
H 2.341 -5.415 2.404 0.525
H 3.417 -4.860 4.546 0.455
H 3.628 -2.491 5.239 0.580
H 2.666 -0.718 3.841 0.834
C -7.255 2.269 1.626 -1.660
C -5.918 1.704 1.234 0.542
C -5.616 1.430 -0.094 -0.844
C -4.392 0.896 -0.479 0.304
C -4.135 0.679 -1.952 -1.321
C -3.469 0.597 0.535 0.255
Te -1.754 -0.435 -0.094 1.044
N 1.164 0.969 -0.206 0.374
C 1.918 0.281 -1.117 0.160
O 2.513 -0.705 -0.619 -0.634
C 1.965 0.593 -2.550 1.139
C 3.088 0.174 -3.268 -0.466
C 3.183 0.461 -4.618 -0.969
C 2.158 1.157 -5.251 -0.799
C 1.016 1.520 -4.551 -0.506
C 0.915 1.231 -3.202 -0.556
C -2.016 -2.216 0.972 1.194
C -1.343 -2.297 2.191 -0.218
C -1.306 -3.478 2.911 -1.066
C -1.978 -4.580 2.404 -1.097
C -2.683 -4.485 1.210 -0.997
C -2.719 -3.305 0.465 0.519
C -3.459 -3.259 -0.845 -1.457
C -3.702 0.934 1.876 0.779
C -2.702 0.789 2.991 -1.263
C -4.941 1.475 2.194 -0.798
H -7.929 2.328 0.774 0.356
H -7.140 3.271 2.042 0.364
H -7.722 1.652 2.394 0.380
H -6.352 1.645 -0.860 0.420
H -4.838 1.268 -2.538 0.544
H -4.269 -0.366 -2.241 0.321
H -3.129 0.979 -2.246 -0.031
H 3.875 -0.365 -2.757 0.564
H 4.054 0.145 -5.177 0.468
H 2.244 1.401 -6.303 0.493
H 0.198 2.012 -5.060 0.500
H 0.011 1.479 -2.663 0.738
H -0.877 -1.403 2.634 0.690
H -0.776 -3.532 3.854 0.595
H -1.972 -5.514 2.951 0.467
H -3.222 -5.349 0.841 0.519
H -4.236 -4.021 -0.874 0.570
H -2.774 -3.445 -1.677 0.268
H -3.934 -2.289 -1.002 0.092
H -1.713 0.516 2.627 -0.528
H -3.023 0.037 3.715 0.394
H -2.606 1.736 3.524 0.637
H -5.144 1.733 3.228 0.532
Br 2.166 4.386 5.775 -0.109
C 2.690 2.687 6.374 -0.049
C 3.483 2.619 7.514 -0.479
C 3.887 1.396 8.017 -0.681
C 3.500 0.223 7.389 -0.771
C 2.698 0.276 6.260 -0.124
C 2.302 1.506 5.752 0.034
I 1.020 1.579 4.090 0.463
H 3.770 3.538 8.006 0.432
H 4.494 1.362 8.911 0.398
H 3.809 -0.737 7.782 0.411
H 2.371 -0.636 5.796 0.698
C 1.057 5.232 -3.941 -0.492
C -0.162 4.998 -3.322 -0.742
C -0.210 4.248 -2.154 -0.375
C 0.959 3.722 -1.599 0.736
C 2.183 3.985 -2.224 0.004
C 2.231 4.731 -3.389 -0.830
Si 0.892 2.760 -0.039 -0.964
C 2.191 3.340 1.123 0.870
C 3.447 2.732 1.182 0.058
C 4.476 3.301 1.921 -0.859
C 4.258 4.488 2.606 -0.549
C 3.006 5.092 2.573 -0.852
C 1.979 4.523 1.838 -0.647
H 1.097 5.816 -4.851 0.455
H -1.072 5.409 -3.740 0.458
H -1.168 4.074 -1.673 0.457
H 3.107 3.607 -1.798 0.378
H 3.184 4.935 -3.860 0.460
H -0.479 2.817 0.534 -0.144
H 3.640 1.813 0.637 0.339
H 5.452 2.833 1.944 0.479
H 5.067 4.952 3.155 0.436
H 2.836 6.014 3.114 0.618
H 1.013 5.017 1.805 0.383
```